Entry 1:
C3H6N6 | ωB97M-V/def2-TZVPD

* energy relative to the best compared isomer or geometry (same formula, charge and spin): 924.97 kJ/mol
* HOMO energy: -8.5 eV
* M: 126.1 u
* calculated total energy: -446.17746 hartree
* E_LUMO: 0.2 eV

```
15
C3H6N6 ωB97M-V/def2-TZVPD
C -0.26 -1.13 -0.20
C -0.70 -0.03 0.80
C 0.33 0.28 -0.19
N 4.43 0.06 0.32
N 3.64 -0.91 0.53
N 3.75 0.92 -0.50
N 2.54 -1.31 0.53
N 2.46 1.02 -0.53
N 1.68 0.43 0.32
H 0.46 -1.79 0.17
H -0.81 -1.51 -0.95
H -1.63 0.46 0.59
H -0.40 0.09 1.86
H 0.08 0.84 -1.11
H 2.13 1.61 -1.40
```

Calculated atomic charges, method Löwdin, unit e: C -0.059; C -0.094; C -0.347; N -0.028; N -0.158; N -0.033; N 0.202; N -0.093; N -0.032; H 0.040; H 0.053; H 0.085; H 0.121; H 0.138; H 0.206


Entry 2:
C17H53BF4N11O13 | ωB97M-V/def2-TZVPD

* HOMO energy: -7.2 eV
* M: 706.5 u
* calculated total energy: -2684.56011 hartree
* E_LUMO: 2.0 eV
* charge: -1

```
99
C17H53BF4N11O13 ωB97M-V/def2-TZVPD
B 10.37 22.39 10.28
F 10.50 23.08 9.16
F 11.69 22.21 10.78
F 9.44 22.84 11.22
F 9.95 21.20 9.85
C 12.41 20.24 7.90
O 13.34 19.75 7.30
N 11.71 19.58 8.77
N 12.14 21.48 7.75
H 12.18 18.88 9.32
H 10.89 19.97 9.21
H 12.65 21.92 7.00
H 11.51 21.98 8.35
C 12.59 20.10 13.30
O 13.07 19.19 13.94
N 11.84 21.09 13.77
N 12.49 20.07 11.96
H 11.60 21.08 14.75
H 11.45 21.67 13.03
H 12.02 20.82 11.47
H 12.98 19.39 11.40
C 8.48 26.63 10.14
O 7.86 27.60 10.56
N 8.20 25.39 10.36
N 9.46 26.78 9.20
H 7.26 25.25 10.70
H 8.85 24.63 10.19
H 9.58 26.03 8.53
H 9.56 27.78 9.10
C 6.96 22.00 13.29
O 5.94 21.52 13.82
N 7.21 23.17 12.85
N 7.94 21.18 12.86
H 6.51 23.90 12.94
H 8.16 23.21 12.53
H 8.69 21.45 12.24
H 8.01 20.23 13.20
C 8.31 18.25 9.54
O 8.40 17.02 9.53
N 8.43 18.86 10.64
N 7.94 18.94 8.47
H 8.39 19.87 10.65
H 8.46 18.33 11.50
H 7.69 18.32 7.71
H 8.25 19.88 8.31
C 18.17 21.40 9.81
O 19.49 21.73 9.20
C 20.02 23.00 9.45
C 19.27 24.14 8.74
N 18.28 24.58 9.73
C 17.01 25.19 9.30
C 16.07 25.06 10.43
O 15.82 23.64 10.53
C 14.83 23.34 11.47
H 18.29 21.52 10.88
H 17.79 20.40 9.58
H 17.40 22.10 9.47
H 20.95 22.85 8.90
H 20.25 23.19 10.50
H 18.70 23.95 7.83
H 20.07 24.84 8.48
H 17.83 23.77 10.12
H 16.60 24.88 8.34
H 17.27 26.21 9.01
H 15.14 25.56 10.17
H 16.47 25.68 11.23
H 14.68 22.26 11.49
H 13.97 23.96 11.27
H 15.26 23.73 12.39
C 10.49 25.24 13.04
C 11.69 24.40 13.12
O 12.73 25.03 13.92
O 9.72 25.22 14.27
H 9.91 24.98 12.16
H 10.86 26.25 12.87
H 12.03 24.16 12.11
H 11.42 23.41 13.50
H 13.11 25.76 13.42
H 8.95 25.77 14.13
C 7.65 26.46 5.68
C 7.27 25.45 6.82
O 8.50 24.85 7.29
O 8.55 26.04 4.71
H 8.03 27.37 6.15
H 6.79 26.97 5.25
H 6.82 24.53 6.43
H 6.61 25.89 7.58
H 8.26 23.95 7.52
H 9.44 25.87 5.04
C 6.52 22.25 9.29
C 5.27 21.83 8.44
O 5.48 20.58 7.79
O 7.67 22.66 8.60
H 6.84 21.57 10.08
H 6.30 23.13 9.89
H 5.10 22.46 7.57
H 4.36 21.99 9.01
H 6.10 20.65 7.06
H 8.37 22.53 9.25
```

Calculated atomic charges, method Löwdin, unit e: B -1.436; F 0.234; F 0.115; F 0.115; F 0.176; C -0.822; O 0.023; N 0.192; N 0.200; H 0.114; H 0.064; H 0.128; H 0.063; C -0.722; O 0.019; N 0.166; N 0.160; H 0.126; H 0.062; H 0.034; H 0.105; C -0.755; O 0.008; N 0.183; N 0.161; H 0.116; H 0.078; H 0.072; H 0.105; C -0.733; O 0.000; N 0.187; N 0.148; H 0.135; H 0.080; H 0.060; H 0.110; C -0.795; O 0.005; N 0.187; N 0.179; H 0.070; H 0.133; H 0.118; H 0.090; C -0.041; O -0.201; C -0.241; C -0.179; N -0.065; C -0.237; C -0.224; O -0.210; C -0.080; H 0.089; H 0.088; H 0.061; H 0.113; H 0.124; H 0.117; H 0.104; H 0.045; H 0.117; H 0.115; H 0.121; H 0.131; H 0.099; H 0.068; H 0.094; C -0.246; C -0.235; O -0.052; O -0.046; H 0.083; H 0.124; H 0.094; H 0.095; H 0.076; H 0.078; C -0.257; C -0.175; O -0.125; O -0.050; H 0.104; H 0.113; H 0.109; H 0.115; H 0.031; H 0.088; C -0.198; C -0.188; O -0.075; O -0.087; H 0.113; H 0.099; H 0.108; H 0.121; H 0.080; H 0.038


Entry 3:
C15H23B2F16NO4 | ωB97M-V/def2-TZVPD

* HOMO energy: -8.6 eV
* M: 606.9 u
* calculated total energy: -2588.64023 hartree
* E_LUMO: 0.3 eV

```
61
C15H23B2F16NO4 ωB97M-V/def2-TZVPD
C 0.56 -0.80 5.69
N 1.09 0.52 5.38
C 1.30 0.69 3.94
B 0.38 1.61 6.04
O 1.10 2.74 6.43
B -1.28 1.67 6.35
C -2.40 1.63 5.26
C -3.51 0.62 5.62
C -3.27 -0.77 5.00
O -3.34 -1.82 5.96
H -0.26 -1.10 5.02
H 1.35 -1.55 5.62
H 0.21 -0.83 6.72
H 2.17 0.14 3.59
H 0.43 0.36 3.38
H 1.49 1.74 3.72
H 1.58 3.15 5.70
H -1.65 1.81 7.48
H -2.85 2.63 5.27
H -2.05 1.45 4.24
H -4.47 0.99 5.25
H -3.62 0.51 6.69
H -4.05 -0.99 4.27
H -2.30 -0.77 4.52
H -2.44 -1.98 6.30
C 1.13 -3.65 -0.77
C 1.44 -3.32 0.70
C 0.41 -2.51 1.49
F 0.25 -1.28 0.96
F 0.85 -2.37 2.76
F 2.65 -2.74 0.80
F 1.50 -4.53 1.35
O 1.73 -2.84 -1.76
C 1.16 -1.68 -2.22
C 2.07 -0.48 -1.94
F 2.27 -0.34 -0.62
F 1.46 0.65 -2.39
F -0.08 -1.49 -1.72
F 1.05 -1.80 -3.56
H 1.56 -4.63 -0.93
H 0.05 -3.75 -0.93
H -0.56 -3.02 1.51
H 3.03 -0.60 -2.44
C 0.00 0.26 -6.44
C 1.44 0.71 -6.18
C 1.65 1.89 -5.23
F 1.09 3.02 -5.73
F 2.98 2.11 -5.09
F 2.07 0.94 -7.35
F 2.06 -0.35 -5.57
O -0.62 0.69 -7.64
C -1.31 1.87 -7.72
C -0.68 2.81 -8.75
F 0.59 3.11 -8.41
F -1.40 3.96 -8.78
F -1.44 2.47 -6.52
F -2.55 1.59 -8.17
H 0.07 -0.82 -6.56
H -0.64 0.43 -5.57
H 1.23 1.69 -4.24
H -0.69 2.35 -9.74
```

Calculated atomic charges, method Löwdin, unit e: C -0.090; N -0.127; C -0.076; B -0.505; O 0.121; B 0.004; C -0.180; C -0.188; C -0.248; O -0.072; H 0.064; H 0.092; H 0.091; H 0.088; H 0.076; H 0.086; H 0.099; H 0.070; H 0.111; H 0.091; H 0.104; H 0.105; H 0.114; H 0.089; H 0.076; C -0.037; C -0.442; C -0.298; F 0.091; F 0.090; F 0.138; F 0.105; O 0.053; C -0.540; C -0.268; F 0.109; F 0.080; F 0.150; F 0.136; H 0.150; H 0.148; H 0.175; H 0.181; C -0.039; C -0.438; C -0.302; F 0.097; F 0.096; F 0.139; F 0.093; O 0.050; C -0.545; C -0.287; F 0.103; F 0.099; F 0.153; F 0.142; H 0.149; H 0.149; H 0.149; H 0.175


Entry 4:
C22H27NO7 | ωB97M-V/def2-TZVPD

* energy relative to the best compared isomer or geometry (same formula, charge and spin): 299.70 kJ/mol
* HOMO energy: -8.3 eV
* M: 417.5 u
* calculated total energy: -1435.93638 hartree
* E_LUMO: 0.4 eV

```
57
C22H27NO7 ωB97M-V/def2-TZVPD
C -8.60 -0.86 0.54
H -8.71 -0.06 1.28
O -7.35 -1.50 0.68
C -6.27 -0.64 0.47
C -4.99 -1.47 0.53
H -4.99 -2.09 1.42
H -4.93 -2.10 -0.36
O -3.83 -0.66 0.61
C -3.43 -0.04 -0.54
O -4.02 -0.17 -1.58
C -2.23 0.73 -0.31
C -1.47 1.49 -1.20
C -0.38 2.00 -0.44
C -0.51 1.52 0.86
N -1.62 0.77 0.93
H -1.98 0.29 1.73
C 0.45 1.77 1.96
H 0.08 2.58 2.59
H 0.55 0.88 2.60
C 1.82 2.16 1.39
C 2.63 1.00 0.86
C 4.00 1.05 0.95
C 4.82 0.03 0.44
C 4.23 -1.08 -0.18
C 2.82 -1.11 -0.29
C 2.04 -0.10 0.24
H 0.97 -0.16 0.15
O 2.30 -2.19 -0.95
C 0.93 -2.20 -1.25
H 0.77 -3.08 -1.87
H 0.63 -1.30 -1.81
H 0.32 -2.29 -0.35
O 5.00 -2.09 -0.72
C 4.81 -3.38 -0.18
H 4.99 -3.38 0.90
H 5.55 -4.01 -0.67
H 3.81 -3.76 -0.38
O 6.14 0.26 0.63
C 7.12 -0.64 0.16
H 7.02 -0.83 -0.91
H 8.07 -0.15 0.36
H 7.09 -1.59 0.70
H 4.50 1.88 1.41
C 1.65 3.22 0.29
C 0.75 2.80 -0.87
O 0.97 3.15 -2.01
H 1.20 4.12 0.72
H 2.63 3.50 -0.12
H 2.41 2.62 2.19
C -1.73 1.74 -2.63
H -2.10 2.75 -2.77
H -0.81 1.65 -3.20
H -2.48 1.04 -3.01
H -6.23 0.13 1.26
H -6.34 -0.13 -0.50
H -8.72 -0.44 -0.46
H -9.36 -1.62 0.71
```

Calculated atomic charges, method Löwdin, unit e: C -0.113; H 0.089; O -0.184; C -0.212; C -0.136; H 0.135; H 0.136; O -0.012; C -0.416; O 0.118; C -0.107; C -0.121; C -0.069; C -0.205; N 0.163; H 0.169; C -0.064; H 0.131; H 0.132; C -0.249; C -0.179; C 0.042; C -0.184; C -0.132; C -0.176; C 0.037; H 0.094; O -0.087; C -0.067; H 0.097; H 0.099; H 0.097; O -0.114; C -0.069; H 0.098; H 0.094; H 0.083; O -0.061; C -0.066; H 0.098; H 0.094; H 0.093; H 0.129; C -0.051; C -0.344; O 0.100; H 0.135; H 0.129; H 0.142; C -0.009; H 0.098; H 0.084; H 0.072; H 0.135; H 0.126; H 0.090; H 0.089


Entry 5:
C33H32F6N2O7PSScTe | ωB97M-V/def2-TZVPD

* energy relative to the best compared isomer or geometry (same formula, charge and spin): 259.96 kJ/mol
* HOMO energy: -3.4 eV
* M: 918.2 u
* calculated total energy: -4280.83468 hartree
* E_LUMO: 3.6 eV
* charge: -2

```
84
C33H32F6N2O7PSScTe ωB97M-V/def2-TZVPD
Sc -0.83 0.54 -1.22
C 2.02 1.28 5.10
C 1.71 2.16 4.08
C 0.89 1.78 3.04
C 0.34 0.50 3.00
C 0.64 -0.39 4.04
C 1.48 0.00 5.08
P -0.75 0.08 1.58
C -1.22 -1.66 1.89
C -0.23 -2.64 1.85
C -0.56 -3.98 1.95
C -1.88 -4.37 2.08
C -2.88 -3.40 2.10
C -2.55 -2.05 2.01
C -2.23 1.07 2.03
C -2.71 0.97 3.31
C -3.79 1.75 3.75
C -4.36 2.64 2.88
C -3.89 2.78 1.56
C -4.49 3.72 0.68
C -4.05 3.83 -0.60
C -3.00 3.00 -1.06
C -2.34 2.08 -0.27
C -2.81 1.97 1.09
H 2.67 1.58 5.91
H 2.13 3.17 4.09
H 0.66 2.47 2.23
H 0.22 -1.38 4.03
H 1.70 -0.70 5.87
H 0.81 -2.34 1.71
H 0.23 -4.73 1.90
H -2.14 -5.42 2.13
H -3.92 -3.69 2.17
H -3.33 -1.31 1.99
H -2.24 0.28 4.01
H -4.16 1.65 4.76
H -5.19 3.27 3.20
H -5.30 4.33 1.06
H -4.50 4.54 -1.28
H -2.74 3.09 -2.11
F -1.26 3.15 -4.95
Te -0.09 3.30 -3.51
F 1.18 4.38 -4.40
F -1.00 5.02 -3.26
F -1.23 1.19 -3.07
F 0.94 1.91 -4.38
O 1.28 1.25 -1.29
N 0.58 -1.28 -2.01
C 0.25 -2.50 -2.69
C -0.12 -3.62 -1.96
C -0.36 -4.82 -2.61
C -0.23 -4.92 -3.99
C 0.09 -3.78 -4.71
C 0.32 -2.57 -4.07
S -0.37 -6.51 -4.81
O -0.91 -6.20 -6.13
O 1.00 -7.01 -4.84
O -1.27 -7.29 -3.96
H 1.05 -1.48 -1.13
H 1.23 -0.72 -2.56
H -0.23 -3.55 -0.88
H -0.64 -5.71 -2.05
H 0.15 -3.85 -5.79
H 0.58 -1.68 -4.64
C 4.07 -0.37 -1.36
N 4.04 0.26 -0.05
C 4.86 1.44 0.12
C 3.10 -0.08 0.85
O 2.31 -1.00 0.75
H 5.11 -0.59 -1.64
H 3.62 0.28 -2.11
H 3.52 -1.31 -1.32
H 5.92 1.18 0.04
H 4.67 1.86 1.11
H 4.61 2.19 -0.63
H 3.12 0.56 1.75
C 2.54 4.46 -0.80
O 2.41 3.14 -1.32
C 1.41 2.39 -0.74
O 0.72 2.87 0.14
H 3.38 4.91 -1.32
H 2.72 4.44 0.28
H 1.63 5.03 -0.98
F -2.09 -0.85 -0.74
```

Calculated atomic charges, method Löwdin, unit e: Sc 0.931; C -0.112; C -0.096; C -0.093; C -0.337; C -0.085; C -0.095; P 1.117; C -0.361; C -0.121; C -0.095; C -0.095; C -0.081; C -0.083; C -0.299; C -0.108; C -0.093; C -0.054; C -0.177; C -0.072; C -0.092; C -0.143; C -0.139; C -0.181; H 0.090; H 0.097; H 0.087; H 0.095; H 0.095; H 0.083; H 0.103; H 0.096; H 0.098; H 0.105; H 0.104; H 0.091; H 0.100; H 0.096; H 0.096; H 0.052; F -0.416; Te 1.995; F -0.467; F -0.555; F -0.519; F -0.503; O -0.140; N 0.048; C -0.288; C -0.017; C -0.053; C -0.271; C -0.060; C -0.025; S 0.395; O -0.386; O -0.384; O -0.388; H 0.068; H 0.079; H 0.096; H 0.107; H 0.108; H 0.112; C -0.031; N -0.174; C -0.054; C -0.322; O -0.009; H 0.088; H 0.094; H 0.085; H 0.084; H 0.087; H 0.081; H 0.134; C -0.076; O -0.103; C -0.809; O 0.021; H 0.090; H 0.089; H 0.092; F -0.425


Entry 6:
C39H96N12NbO13 | ωB97M-V/def2-TZVPD

* HOMO energy: -3.9 eV
* M: 1034.2 u
* calculated total energy: -3235.42104 hartree
* E_LUMO: 1.3 eV
* charge: -1

```
161
C39H96N12NbO13 ωB97M-V/def2-TZVPD
N 1.03 0.17 -4.38
C 0.39 0.57 -5.70
C -0.29 2.07 -5.71
C -1.56 2.11 -6.78
C -2.63 3.32 -6.45
C -4.14 2.82 -6.08
Nb -4.27 1.22 -4.45
C -4.41 -0.47 -6.01
O -5.28 -0.09 -7.15
O -4.57 -0.12 -8.24
H 1.77 -0.56 -4.60
H 0.36 -0.33 -3.75
H -0.37 -0.26 -6.07
H 1.26 0.60 -6.51
H -0.70 2.28 -4.61
H 0.52 2.89 -5.91
H -1.07 2.38 -7.83
H -2.07 1.07 -6.93
H -2.73 3.97 -7.45
H -2.21 4.07 -5.64
H -4.70 2.46 -7.05
H -4.74 3.77 -5.68
H -6.07 1.39 -4.51
H -4.43 -0.09 -3.17
H -2.48 1.03 -4.32
H -4.22 2.50 -3.13
H -4.90 -1.41 -5.45
H -3.36 -0.76 -6.43
H -4.10 0.77 -8.33
C -5.70 -1.23 -0.33
C -6.55 -0.26 -1.10
O -6.09 0.44 -2.00
N -7.87 -0.17 -0.79
C -8.60 -0.90 0.23
H -4.67 -1.18 -0.69
H -5.70 -0.96 0.73
H -6.07 -2.25 -0.46
H -8.38 0.50 -1.36
H -9.41 -1.45 -0.27
H -9.04 -0.17 0.92
H -7.97 -1.59 0.78
C 3.52 2.08 -4.28
C 4.66 3.01 -3.98
O 4.75 4.12 -4.49
N 5.62 2.58 -3.11
C 5.70 1.33 -2.41
H 2.84 2.56 -4.98
H 3.89 1.16 -4.73
H 2.96 1.86 -3.36
H 6.36 3.27 -2.96
H 5.72 1.54 -1.33
H 6.64 0.84 -2.69
H 4.86 0.67 -2.64
C 2.92 -3.45 -2.74
C 4.06 -2.52 -2.44
O 4.15 -1.41 -2.96
N 5.02 -2.95 -1.57
C 5.10 -4.20 -0.87
H 2.24 -2.97 -3.45
H 3.29 -4.37 -3.19
H 2.36 -3.67 -1.83
H 5.76 -2.26 -1.42
H 5.12 -3.99 0.20
H 6.04 -4.69 -1.16
H 4.26 -4.86 -1.10
C -0.43 1.24 -0.68
C 0.08 0.72 0.63
O -0.64 0.12 1.42
N 1.39 0.93 0.94
C 2.39 1.61 0.16
H -1.49 0.99 -0.79
H -0.33 2.32 -0.72
H 0.11 0.77 -1.51
H 1.66 0.56 1.84
H 3.21 0.91 -0.03
H 2.77 2.45 0.75
H 2.00 1.98 -0.79
C 6.08 -4.74 4.43
C 5.31 -4.42 3.17
O 5.67 -4.81 2.07
N 4.17 -3.68 3.29
C 3.57 -3.14 4.48
H 6.96 -5.33 4.17
H 6.41 -3.81 4.90
H 5.45 -5.32 5.11
H 3.71 -3.51 2.40
H 2.56 -3.54 4.57
H 3.51 -2.05 4.36
H 4.14 -3.37 5.38
C 5.02 -6.47 7.61
C 6.16 -5.55 7.91
O 6.25 -4.43 7.39
N 7.12 -5.97 8.78
C 7.20 -7.23 9.48
H 4.34 -5.99 6.90
H 5.39 -7.40 7.16
H 4.46 -6.69 8.52
H 7.86 -5.29 8.93
H 7.22 -7.02 10.55
H 8.14 -7.72 9.19
H 6.36 -7.89 9.25
C -13.76 -0.82 0.08
C -12.53 -0.25 0.74
O -11.91 -0.86 1.60
N -12.10 0.99 0.35
C -12.69 1.86 -0.64
H -13.97 -1.81 0.50
H -14.62 -0.17 0.28
H -13.59 -0.92 -0.99
H -11.27 1.30 0.83
H -11.93 2.06 -1.41
H -12.95 2.80 -0.15
H -13.58 1.43 -1.10
C 6.54 6.40 -3.57
C 7.76 6.97 -2.91
O 8.39 6.35 -2.05
N 8.19 8.20 -3.30
C 7.60 9.08 -4.29
H 6.33 5.41 -3.15
H 5.68 7.04 -3.37
H 6.70 6.29 -4.64
H 9.02 8.51 -2.81
H 8.36 9.27 -5.06
H 7.34 10.02 -3.80
H 6.72 8.65 -4.75
C 1.53 -7.68 8.88
C 1.87 -8.25 7.54
O 3.03 -8.45 7.19
N 0.85 -8.55 6.69
C -0.57 -8.39 6.90
H 2.45 -7.49 9.44
H 1.00 -6.73 8.76
H 0.92 -8.39 9.45
H 1.16 -8.93 5.80
H -1.04 -9.37 6.80
H -0.96 -7.73 6.12
H -0.80 -7.98 7.88
C -0.37 7.12 -0.24
C -0.04 5.73 -0.70
O 0.10 4.80 0.09
N 0.10 5.50 -2.04
C -0.02 6.45 -3.12
H -0.45 7.14 0.85
H 0.43 7.81 -0.54
H -1.32 7.44 -0.66
H 0.32 4.54 -2.26
H -0.81 6.10 -3.78
H 0.93 6.46 -3.66
H -0.26 7.45 -2.77
C -2.12 1.91 3.48
C -3.60 2.09 3.70
O -4.37 2.33 2.78
N -4.08 1.97 4.97
C -3.34 1.69 6.18
H -1.90 2.03 2.42
H -1.57 2.67 4.04
H -1.81 0.91 3.79
H -5.08 2.10 5.04
H -3.75 0.78 6.62
H -3.50 2.53 6.87
H -2.27 1.57 6.00
```

Löwdin atomic charge list, values in e, 99 entries: N -0.050; C -0.294; C -0.239; C -0.254; C -0.329; C -0.458; Nb 1.252; C -0.407; O -0.354; O -0.141; H 0.059; H 0.061; H 0.109; H 0.117; H 0.075; H 0.095; H 0.104; H 0.069; H 0.086; H 0.088; H 0.034; H 0.039; H -0.141; H -0.130; H -0.148; H -0.171; H 0.042; H 0.043; H 0.106; C -0.013; C -0.543; O -0.132; N -0.004; C -0.093; H 0.076; H 0.081; H 0.079; H 0.137; H 0.078; H 0.069; H 0.076; C -0.016; C -0.532; O 0.004; N 0.006; C -0.086; H 0.071; H 0.088; H 0.071; H 0.127; H 0.078; H 0.082; H 0.041; C -0.007; C -0.534; O 0.005; N 0.006; C -0.078; H 0.078; H 0.086; H 0.088; H 0.142; H 0.047; H 0.088; H 0.081; C 0.008; C -0.536; O -0.001; N 0.003; C -0.078; H 0.094; H 0.065; H 0.071; H 0.133; H 0.073; H 0.083; H 0.073; C -0.009; C -0.526; O 0.004; N 0.006; C -0.073; H 0.091; H 0.087; H 0.060; H 0.141; H 0.083; H 0.084; H 0.075; C -0.028; C -0.533; O 0.007; N -0.001; C -0.082; H 0.079; H 0.092; H 0.072; H 0.142; H 0.081


> The highest HOMO energy belongs to which entry?

C33H32F6N2O7PSScTe